C56H54GaN4P4S2 | wB97M-V/def2-TZVPD

ORCA input file:
```
! RIJCOSX wB97M-V def2-TZVPD def2/J DEFGRID3
* xyz 3 1
Ga 0.663 -0.335 0.122
N 0.703 -0.999 3.181
P 0.341 -2.245 2.052
C -0.755 -3.365 2.938
C -2.062 -3.578 2.504
C -2.874 -4.485 3.170
C -2.386 -5.165 4.275
C -1.091 -4.938 4.727
C -0.270 -4.048 4.059
C 1.905 -3.165 1.938
C 1.962 -4.242 1.054
C 3.128 -4.979 0.931
C 4.245 -4.647 1.692
C 4.187 -3.582 2.579
C 3.020 -2.839 2.701
P 1.088 0.450 2.443
C 2.777 0.930 2.807
C 3.584 1.488 1.824
C 4.844 1.971 2.155
C 5.300 1.872 3.460
C 4.494 1.313 4.447
C 3.227 0.859 4.128
C 0.075 1.725 3.196
C 0.445 3.050 2.963
C -0.252 4.081 3.568
C -1.311 3.794 4.420
C -1.676 2.478 4.664
C -0.991 1.441 4.048
H 0.169 -0.993 4.042
H -2.466 -3.016 1.672
H -3.887 -4.653 2.833
H -3.017 -5.874 4.792
H -0.721 -5.466 5.594
H 0.749 -3.902 4.396
H 1.089 -4.523 0.472
H 3.159 -5.834 0.268
H 5.146 -5.239 1.614
H 5.044 -3.344 3.196
H 2.980 -2.019 3.404
H 3.226 1.570 0.803
H 5.462 2.437 1.399
H 6.282 2.245 3.718
H 4.848 1.252 5.467
H 2.591 0.454 4.907
H 1.311 3.272 2.354
H 0.044 5.107 3.399
H -1.843 4.599 4.909
H -2.492 2.257 5.339
H -1.316 0.425 4.238
C -6.086 1.686 -5.178
S -4.765 2.904 -5.334
C -4.182 2.971 -3.626
C -3.157 1.890 -3.293
C -2.525 2.127 -1.932
N -1.392 1.204 -1.610
P 0.220 1.753 -1.406
C 0.226 3.547 -1.537
C 0.330 4.154 -2.792
C 0.282 5.533 -2.893
C 0.140 6.313 -1.752
C 0.031 5.716 -0.505
C 0.068 4.334 -0.399
C 1.219 1.260 -2.845
C 2.603 1.340 -2.713
C 3.427 0.981 -3.767
C 2.872 0.536 -4.962
C 1.493 0.465 -5.101
C 0.669 0.830 -4.045
P -1.616 -0.244 -0.757
C -1.884 -1.608 -1.903
C -2.046 -1.433 -3.274
C -2.227 -2.534 -4.098
C -2.245 -3.812 -3.559
C -2.078 -3.995 -2.192
C -1.895 -2.899 -1.369
C -3.060 -0.126 0.285
C -4.291 -0.656 -0.099
C -5.391 -0.496 0.729
C -5.264 0.181 1.934
C -4.036 0.705 2.323
C -2.934 0.549 1.501
H -6.614 1.672 -6.129
H -6.791 1.987 -4.404
H -5.711 0.684 -4.978
H -5.045 2.908 -2.960
H -3.744 3.961 -3.487
H -2.385 1.892 -4.068
H -3.641 0.911 -3.317
H -3.264 2.033 -1.134
H -2.128 3.142 -1.880
H 0.459 3.558 -3.686
H 0.361 6.003 -3.864
H 0.111 7.390 -1.839
H -0.089 6.326 0.379
H -0.056 3.869 0.562
H 3.046 1.710 -1.792
H 4.501 1.071 -3.670
H 3.512 0.276 -5.794
H 1.060 0.142 -6.038
H -0.403 0.779 -4.161
H -2.038 -0.443 -3.701
H -2.365 -2.392 -5.161
H -2.397 -4.666 -4.204
H -2.097 -4.991 -1.772
H -1.762 -3.048 -0.305
H -4.393 -1.190 -1.036
H -6.350 -0.899 0.434
H -6.126 0.300 2.576
H -3.943 1.232 3.263
H -1.978 0.967 1.800
S 1.363 -1.808 -1.529
C 3.062 -1.715 -1.291
N 3.861 -2.456 -2.097
C 5.206 -2.429 -2.002
C 5.780 -1.651 -1.035
C 4.907 -0.937 -0.207
N 3.591 -0.945 -0.349
H 3.426 -3.049 -2.796
H 5.753 -3.044 -2.703
H 6.850 -1.596 -0.919
H 5.290 -0.327 0.604
*
```

Results
lowest unoccupied orbital energy: -7.95 eV
Kohn-Sham gap: 0.2092 Ha
E_HOMO: -13.6 eV

=====

C56H55N5OS4SbTcTe | wB97M-V/def2-TZVPD

ORCA input file:
```
! RIJCOSX wB97M-V def2-TZVPD def2/J DEFGRID3
* xyz 2 3
Tc 0.888 0.874 -0.451
C -0.785 5.548 -2.495
S -1.953 4.580 -1.496
C -1.063 3.158 -1.076
S 0.515 2.873 -1.738
N -1.634 2.366 -0.208
N -0.877 1.379 0.287
C -1.210 0.852 1.444
C -0.379 -0.196 1.912
C -0.569 -0.879 3.123
C 0.237 -1.951 3.428
C 1.203 -2.358 2.506
C 1.390 -1.606 1.364
N 0.653 -0.534 1.085
H -1.172 6.563 -2.515
H -0.736 5.152 -3.503
H 0.200 5.535 -2.041
H -2.053 1.237 1.997
H -1.353 -0.560 3.790
H 0.115 -2.479 4.361
H 1.804 -3.236 2.668
H 2.141 -1.868 0.628
S 3.351 0.750 -1.036
C 3.694 0.855 -2.690
N 4.998 0.943 -3.054
C 5.410 1.026 -4.335
C 4.501 1.005 -5.353
C 3.135 0.891 -5.031
C 2.737 0.844 -3.723
H 5.682 0.954 -2.304
H 6.473 1.103 -4.496
H 4.818 1.083 -6.379
H 2.400 0.836 -5.819
H 1.692 0.785 -3.459
S 1.835 2.204 1.306
Sb 3.618 1.216 2.468
C 2.726 1.608 4.392
C 2.110 2.848 4.501
C 1.415 3.175 5.651
C 1.333 2.264 6.691
C 1.964 1.037 6.586
C 2.667 0.703 5.438
C 5.228 2.569 2.112
C 5.249 3.368 0.981
C 6.292 4.263 0.803
C 7.298 4.349 1.750
C 7.268 3.544 2.878
C 6.229 2.650 3.065
C 4.416 -0.790 2.166
C 4.100 -1.819 3.033
C 4.595 -3.091 2.788
C 5.394 -3.327 1.684
C 5.745 -2.279 0.850
C 5.263 -1.003 1.092
H 2.170 3.559 3.685
H 0.941 4.141 5.734
H 0.792 2.520 7.589
H 1.916 0.333 7.402
H 3.178 -0.247 5.383
H 4.457 3.297 0.246
H 6.312 4.895 -0.071
H 8.106 5.050 1.612
H 8.049 3.613 3.617
H 6.193 2.024 3.945
H 3.463 -1.645 3.887
H 4.352 -3.898 3.463
H 5.751 -4.325 1.479
H 6.398 -2.459 0.011
H 5.537 -0.182 0.444
C -9.311 -0.089 -2.474
C -7.828 -0.094 -2.313
C -7.122 -1.286 -2.187
C -5.746 -1.313 -2.019
C -5.057 -2.639 -1.920
C -5.056 -0.097 -1.974
Te -2.948 -0.090 -1.626
N 0.606 -0.436 -1.623
C 1.118 -1.500 -2.251
O 2.100 -2.061 -1.755
C 0.446 -1.975 -3.474
C -0.574 -1.236 -4.072
C -1.236 -1.747 -5.172
C -0.861 -2.975 -5.698
C 0.175 -3.697 -5.123
C 0.823 -3.204 -4.008
C -3.046 -1.256 0.148
C -2.291 -2.425 0.271
C -1.392 -2.944 -0.806
C -2.377 -3.150 1.453
C -3.207 -2.766 2.494
C -3.293 -3.565 3.754
C -3.953 -1.601 2.341
C -3.876 -0.826 1.195
C -4.656 0.453 1.138
C -5.738 1.119 -2.127
C -5.032 2.438 -2.069
C -7.113 1.099 -2.292
H -9.690 -1.093 -2.642
H -9.606 0.542 -3.310
H -9.784 0.314 -1.579
H -7.656 -2.223 -2.237
H -5.594 -3.387 -2.500
H -5.026 -2.977 -0.884
H -4.032 -2.580 -2.292
H -0.836 -0.259 -3.677
H -2.035 -1.182 -5.628
H -1.372 -3.368 -6.563
H 0.482 -4.641 -5.544
H 1.615 -3.755 -3.523
H -1.542 -2.428 -1.756
H -1.566 -4.006 -0.972
H -0.347 -2.828 -0.515
H -1.789 -4.052 1.542
H -2.542 -4.351 3.774
H -4.274 -4.031 3.834
H -3.162 -2.924 4.624
H -4.616 -1.307 3.142
H -4.875 0.812 2.142
H -5.612 0.301 0.638
H -4.110 1.226 0.596
H -3.977 2.333 -2.333
H -5.083 2.853 -1.062
H -5.495 3.152 -2.745
H -7.642 2.035 -2.396
*
```

Results
lowest unoccupied orbital energy (spin up / spin down): -6.42 / -6.85 eV
Kohn-Sham gap (spin up / spin down): 0.1661 / 0.1505 Ha
E_HOMO (spin up / spin down): -10.9 / -10.9 eV
expectation value of S²: 2.064

=====

C56H57N6O2P2PtSSi2 | wB97M-V/def2-TZVPD

ORCA input file:
```
! RIJCOSX wB97M-V def2-TZVPD def2/J DEFGRID3
* xyz -1 1
Pt 0.046 -0.349 -0.785
C 3.465 -2.129 -1.158
Si 3.814 -0.269 -1.372
C 4.605 0.080 -3.080
C 5.070 0.290 -0.026
N 2.288 0.493 -1.154
P 1.698 1.976 -1.256
C 0.022 1.637 -0.994
P -1.670 1.930 -1.170
N -2.233 0.434 -1.056
Si -3.761 -0.344 -1.152
C -3.427 -2.120 -1.751
C -5.012 0.501 -2.342
C -4.587 -0.429 0.575
C -2.289 2.726 -2.682
C -2.903 3.969 -2.770
C -3.370 4.415 -3.993
C -3.212 3.641 -5.131
C -2.577 2.410 -5.050
C -2.121 1.952 -3.831
C -2.276 2.884 0.264
C -3.634 3.106 0.462
C -4.087 3.529 1.698
C -3.197 3.745 2.739
C -1.842 3.534 2.544
C -1.389 3.090 1.315
C 2.269 2.780 -2.785
C 3.348 3.653 -2.859
C 3.803 4.075 -4.094
C 3.206 3.614 -5.256
C 2.150 2.717 -5.184
C 1.684 2.300 -3.954
C 2.247 3.009 0.143
C 2.376 4.394 0.189
C 2.731 5.009 1.378
C 2.919 4.264 2.532
C 2.741 2.888 2.499
C 2.409 2.271 1.313
H 4.368 -2.713 -1.009
H 2.951 -2.516 -2.031
H 2.809 -2.296 -0.308
H 5.483 -0.535 -3.253
H 4.901 1.120 -3.173
H 3.890 -0.128 -3.870
H 6.043 -0.172 -0.170
H 4.721 0.020 0.966
H 5.210 1.367 -0.036
H -2.670 -2.125 -2.528
H -4.316 -2.608 -2.137
H -3.046 -2.720 -0.932
H -4.640 0.498 -3.363
H -5.195 1.538 -2.073
H -5.970 -0.013 -2.336
H -3.980 -1.031 1.243
H -5.571 -0.884 0.517
H -4.696 0.551 1.028
H -3.025 4.573 -1.880
H -3.867 5.373 -4.059
H -3.590 3.997 -6.079
H -2.452 1.809 -5.940
H -1.646 0.983 -3.729
H -4.330 2.925 -0.347
H -5.147 3.672 1.860
H -3.561 4.063 3.708
H -1.141 3.681 3.354
H -0.338 2.889 1.160
H 3.839 3.983 -1.955
H 4.642 4.754 -4.152
H 3.578 3.943 -6.215
H 1.706 2.338 -6.093
H 0.878 1.583 -3.868
H 2.190 4.989 -0.694
H 2.861 6.083 1.405
H 3.184 4.753 3.458
H 2.864 2.305 3.401
H 2.258 1.204 1.255
S 0.140 -0.107 6.201
C 0.190 -0.306 4.417
C 1.321 -0.819 3.796
C 1.323 -0.915 2.415
N 0.306 -0.528 1.659
C -0.779 -0.051 2.256
C -0.889 0.074 3.630
C 0.603 1.621 6.197
C -0.360 2.621 6.094
C 0.070 3.932 6.013
N 1.345 4.299 6.039
C 2.251 3.336 6.166
C 1.943 1.992 6.252
H 2.175 -1.134 4.377
H 2.181 -1.317 1.890
H -1.590 0.236 1.599
H -1.791 0.465 4.075
H -1.410 2.375 6.078
H -0.643 4.742 5.921
H 3.281 3.669 6.196
H 2.714 1.246 6.360
O 0.608 -2.809 -3.351
C 0.318 -3.194 -2.239
N 0.277 -4.521 -1.874
C -0.207 -4.694 -0.528
C -0.378 -3.204 -0.130
O -0.792 -2.824 0.956
N -0.014 -2.433 -1.150
C 0.829 -5.377 0.354
C 0.983 -5.052 1.697
C 1.956 -5.676 2.460
C 2.776 -6.640 1.900
C 2.620 -6.977 0.567
C 1.654 -6.349 -0.199
C -1.530 -5.434 -0.449
C -1.844 -6.410 -1.387
C -3.067 -7.054 -1.354
C -3.991 -6.742 -0.373
C -3.677 -5.788 0.581
C -2.454 -5.144 0.549
H 0.273 -5.239 -2.574
H 0.359 -4.288 2.134
H 2.077 -5.405 3.500
H 3.539 -7.125 2.494
H 3.253 -7.730 0.118
H 1.554 -6.612 -1.241
H -1.136 -6.675 -2.160
H -3.296 -7.802 -2.101
H -4.951 -7.238 -0.358
H -4.394 -5.541 1.351
H -2.221 -4.383 1.278
*
```

Results
lowest unoccupied orbital energy (spin up / spin down): 2.04 / 2.04 eV
Kohn-Sham gap (spin up / spin down): 0.1958 / 0.1958 Ha
E_HOMO (spin up / spin down): -3.3 / -3.3 eV
relative energy (zero: lowest compared OMol25 entry of this formula, charge and spin): 3.013 eV

=====

| no. | total energy (eV) |
| --- | --- |
| 1 | -176091.948 |
| 2 | -127819.575 |
| 3 | -120453.929 |